Here is a molecular structure, C62H49Cl3CoN7O3S2Si from the OMol25 dataset. Energies are from ωB97M-V with the def2-TZVPD basis set.

As for the total charge: -1. The spin multiplicity is 2. As for the orbital gap (spin up / spin down): 5.324 / 6.241 eV. The HOMO energy (spin up / spin down) comes out at -0.131 / -0.164 Ha.

Each line ends with the Mulliken spin population.
Cartesian coordinates (Å):
Co (-0.912, 0.346, 0.470)  0.20
C (0.188, 5.913, 0.669)  0.06
C (0.981, 4.815, 0.362)  -0.04
C (0.533, 3.529, 0.618)  0.06
C (-0.729, 3.313, 1.179)  -0.10
C (-1.515, 4.423, 1.511)  0.09
C (-1.057, 5.704, 1.249)  -0.03
N (-1.166, 2.009, 1.444)  0.23
N (-1.905, 1.930, 2.550)  0.45
C (-2.384, 0.669, 2.724)  -0.04
C (-3.115, 0.346, 3.881)  0.09
C (-3.691, -0.902, 3.996)  -0.07
C (-3.561, -1.835, 2.962)  0.18
C (-2.817, -1.518, 1.829)  -0.07
C (-2.182, -0.286, 1.697)  0.07
H (0.538, 6.918, 0.467)  0.01
H (1.964, 4.957, -0.072)  0.00
H (1.159, 2.677, 0.396)  0.00
H (-2.486, 4.254, 1.956)  0.01
H (-1.687, 6.551, 1.495)  0.00
H (-3.236, 1.101, 4.648)  -0.01
H (-4.262, -1.154, 4.882)  0.00
H (-4.037, -2.805, 3.042)  0.00
H (-2.748, -2.250, 1.033)  0.00
Cl (5.556, 1.640, -5.287)  0.00
C (4.793, 0.252, -4.512)  0.00
C (5.287, -0.170, -3.344)  0.00
C (4.697, -1.369, -2.616)  0.00
C (2.958, -2.014, -3.603)  0.00
C (2.000, -3.257, -3.511)  0.00
C (0.486, -3.138, -3.291)  0.00
N (0.071, -2.741, -1.957)  0.00
C (0.147, -3.454, -0.786)  -0.01
C (-0.270, -2.611, 0.200)  0.00
N (-0.604, -1.401, -0.355)  -0.01
C (-0.410, -1.530, -1.647)  0.00
O (2.479, -4.300, -2.677)  0.00
C (3.113, -4.031, -1.448)  0.00
C (4.559, -4.435, -1.391)  0.00
C (5.261, -5.238, -2.232)  0.00
Cl (4.743, -6.018, -3.668)  0.00
S (6.901, -5.441, -1.746)  0.00
C (6.659, -4.450, -0.371)  0.00
C (5.383, -3.992, -0.308)  0.00
C (2.807, -1.217, -4.901)  0.00
Cl (1.572, -1.652, -6.079)  0.00
C (3.656, -0.246, -5.278)  0.00
H (6.127, 0.364, -2.913)  0.00
H (5.319, -1.609, -1.742)  0.00
H (2.086, -3.675, -4.518)  0.00
H (0.064, -4.125, -3.485)  0.00
H (0.041, -2.438, -3.997)  0.00
H (0.477, -4.476, -0.766)  0.00
H (-0.340, -2.778, 1.260)  0.00
H (-0.602, -0.779, -2.391)  0.00
H (2.579, -4.596, -0.673)  0.00
H (3.033, -2.983, -1.150)  0.00
H (7.469, -4.247, 0.307)  0.00
H (5.024, -3.327, 0.466)  0.00
H (3.511, 0.214, -6.245)  0.00
O (0.761, -0.057, 2.007)  0.02
S (0.896, 0.930, 3.130)  0.04
C (0.275, 0.054, 4.565)  -0.01
C (0.293, 0.667, 5.811)  -0.01
C (-0.243, -0.003, 6.899)  0.00
C (-0.801, -1.266, 6.733)  0.00
C (-0.828, -1.855, 5.479)  0.01
C (-0.289, -1.193, 4.384)  0.02
C (2.622, 1.017, 3.595)  0.00
C (3.351, -0.099, 3.975)  0.00
C (4.683, 0.051, 4.315)  0.00
C (5.272, 1.310, 4.278)  0.00
C (4.538, 2.421, 3.893)  0.00
C (3.201, 2.275, 3.544)  0.00
H (0.723, 1.655, 5.926)  0.00
H (-0.231, 0.462, 7.877)  0.00
H (-1.228, -1.782, 7.583)  0.00
H (-1.279, -2.830, 5.346)  0.00
H (-0.313, -1.615, 3.387)  -0.02
H (2.880, -1.073, 3.983)  0.00
H (5.268, -0.814, 4.597)  0.00
H (6.315, 1.420, 4.545)  0.00
H (5.002, 3.397, 3.856)  0.00
H (2.611, 3.124, 3.219)  0.00
C (-2.080, 3.420, -4.536)  0.00
C (-1.209, 3.508, -3.458)  0.00
C (-1.406, 2.707, -2.336)  0.01
C (-2.466, 1.800, -2.251)  -0.03
C (-3.342, 1.753, -3.340)  0.00
C (-3.153, 2.541, -4.468)  0.00
Si (-2.826, 0.789, -0.653)  -0.01
C (-4.136, 1.884, 0.202)  -0.01
C (-4.318, 3.203, -0.225)  0.01
C (-5.229, 4.054, 0.389)  -0.01
C (-5.992, 3.604, 1.455)  0.00
C (-5.833, 2.298, 1.896)  -0.01
C (-4.919, 1.458, 1.280)  -0.02
C (-3.741, -0.752, -1.352)  -0.02
C (-4.835, -1.325, -0.700)  0.01
C (-5.482, -2.450, -1.192)  0.00
C (-5.057, -3.047, -2.369)  0.00
C (-3.990, -2.486, -3.057)  0.00
C (-3.356, -1.357, -2.554)  -0.01
H (-1.932, 4.037, -5.413)  0.00
H (-0.382, 4.207, -3.479)  0.00
H (-0.718, 2.806, -1.506)  -0.01
H (-4.196, 1.087, -3.310)  0.00
H (-3.850, 2.471, -5.293)  0.00
H (-3.731, 3.590, -1.049)  0.00
H (-5.331, 5.073, 0.034)  0.00
H (-6.698, 4.266, 1.943)  0.00
H (-6.410, 1.931, 2.736)  0.00
H (-4.799, 0.461, 1.681)  0.01
H (-5.199, -0.893, 0.220)  0.00
H (-6.324, -2.861, -0.648)  0.00
H (-5.556, -3.927, -2.753)  0.00
H (-3.657, -2.918, -3.994)  0.00
H (-2.565, -0.913, -3.151)  0.00
N (1.100, 0.708, -3.087)  0.00
C (1.368, 0.499, -1.777)  0.01
O (0.634, 0.967, -0.906)  -0.02
C (2.617, -0.244, -1.535)  0.00
C (3.243, -1.050, -2.427)  0.00
N (4.328, -2.482, -3.476)  0.00
C (3.346, 0.001, -0.331)  0.00
N (3.986, 0.075, 0.622)  0.00
H (1.809, 0.580, -3.794)  0.00
H (0.302, 1.294, -3.297)  0.00


Here is a single C26H30N2O3S molecule in a non-equilibrium geometry from the OMol25 dataset. Energies are from ωB97M-V with the def2-TZVPD basis set.

The spin multiplicity is 1. Its SMILES is Cc1ccc([C@@H](C(=O)NC2CCCC2)N(C(=O)Cc2cccs2)c2ccc(C)c(C)c2)o1. As for the orbital gap: 8.809 eV. The HOMO energy comes out at -0.305 Ha.

Each line ends with the natural charge from an NBO analysis.
Cartesian coordinates (Å):
C (-2.289, -2.624, 3.098)  -0.65
C (-2.021, -2.885, 1.659)  0.29
C (-2.101, -4.015, 0.904)  -0.32
C (-1.722, -3.649, -0.412)  -0.27
C (-1.438, -2.318, -0.376)  0.26
C (-0.965, -1.415, -1.468)  -0.18
C (-1.873, -0.197, -1.734)  0.69
O (-2.138, 0.151, -2.865)  -0.62
N (-2.327, 0.417, -0.632)  -0.63
C (-3.204, 1.567, -0.665)  -0.07
C (-2.492, 2.818, -0.134)  -0.41
C (-2.733, 2.757, 1.370)  -0.41
C (-4.194, 2.319, 1.465)  -0.41
C (-4.401, 1.357, 0.284)  -0.41
N (0.415, -0.963, -1.255)  -0.49
C (1.410, -1.749, -1.736)  0.71
O (1.190, -2.810, -2.282)  -0.61
C (2.829, -1.216, -1.547)  -0.54
C (3.165, -0.997, -0.113)  -0.17
C (2.918, -1.822, 0.940)  -0.28
C (3.372, -1.300, 2.172)  -0.25
C (3.963, -0.087, 2.039)  -0.42
S (3.982, 0.444, 0.403)  0.44
C (0.644, 0.284, -0.613)  0.24
C (0.558, 0.396, 0.768)  -0.24
C (0.805, 1.616, 1.368)  -0.21
C (1.140, 2.735, 0.620)  0.00
C (1.420, 4.040, 1.297)  -0.64
C (1.207, 2.628, -0.774)  0.00
C (1.552, 3.817, -1.615)  -0.63
C (0.951, 1.404, -1.373)  -0.26
O (-1.617, -1.846, 0.887)  -0.45
H (-3.086, -1.890, 3.213)  0.22
H (-1.398, -2.233, 3.589)  0.22
H (-2.585, -3.547, 3.585)  0.23
H (-2.391, -4.989, 1.241)  0.23
H (-1.657, -4.288, -1.267)  0.24
H (-0.945, -2.013, -2.388)  0.28
H (-2.034, 0.089, 0.276)  0.42
H (-3.505, 1.680, -1.709)  0.24
H (-1.437, 2.820, -0.400)  0.22
H (-2.962, 3.709, -0.551)  0.20
H (-2.554, 3.711, 1.863)  0.21
H (-2.076, 2.012, 1.822)  0.19
H (-4.842, 3.189, 1.354)  0.20
H (-4.425, 1.850, 2.421)  0.21
H (-4.422, 0.319, 0.617)  0.21
H (-5.342, 1.556, -0.226)  0.22
H (3.499, -1.963, -1.984)  0.25
H (2.945, -0.285, -2.104)  0.24
H (2.420, -2.771, 0.835)  0.23
H (3.262, -1.810, 3.113)  0.22
H (4.399, 0.532, 2.797)  0.23
H (0.321, -0.470, 1.365)  0.23
H (0.751, 1.696, 2.445)  0.21
H (2.426, 4.383, 1.061)  0.22
H (1.332, 3.941, 2.376)  0.22
H (0.721, 4.805, 0.960)  0.22
H (2.553, 4.174, -1.374)  0.22
H (1.519, 3.563, -2.671)  0.22
H (0.856, 4.634, -1.432)  0.22
H (0.984, 1.313, -2.450)  0.23


Here is 2 unconnected molecules or ions with the total composition C4H13N3O in a non-equilibrium geometry from the OMol25 dataset. Energies are from ωB97M-V with the def2-TZVPD basis set.

The spin multiplicity is 1. Its SMILES is [H]/N=C\NCCCN.O. As for the orbital gap: 9.717 eV. The HOMO energy comes out at -0.331 Ha.

Each line ends with the natural charge from an NBO analysis.
Cartesian coordinates (Å):
H (0.109, -2.785, 0.990)  0.35
N (-0.806, -2.411, 0.989)  -0.68
C (-0.955, -1.175, 1.051)  0.30
N (-0.033, -0.114, 1.186)  -0.70
C (1.239, -0.045, 0.489)  -0.23
C (1.161, 0.623, -0.913)  -0.42
C (-0.149, 0.366, -1.652)  -0.22
N (-0.178, -1.072, -1.990)  -0.87
H (-1.904, -0.669, 1.269)  0.15
H (-0.158, 0.471, 1.989)  0.41
H (1.645, -1.046, 0.340)  0.19
H (1.954, 0.500, 1.092)  0.21
H (1.344, 1.702, -0.849)  0.19
H (1.985, 0.172, -1.467)  0.22
H (-0.975, 0.613, -0.975)  0.17
H (-0.253, 0.922, -2.579)  0.20
H (-0.482, -1.718, -1.273)  0.37
H (-0.757, -1.225, -2.795)  0.36
O (-1.027, 2.511, 2.068)  -0.92
H (-0.220, 2.456, 1.533)  0.46
H (-1.538, 1.924, 1.495)  0.46


Here is a molecular structure, C42H48Cl2F3N7NiO3 in a non-equilibrium geometry from the OMol25 dataset. Energies are from ωB97M-V with the def2-TZVPD basis set.

The spin multiplicity is 3. As for the orbital gap (spin up / spin down): 7.979 / 7.760 eV. The HOMO energy (spin up / spin down) comes out at -0.288 / -0.286 Ha.

Each line ends with the Mulliken spin population.
Cartesian coordinates (Å):
Ni (-1.508, 0.214, -1.775)  1.81
C (-0.328, 0.440, -4.358)  0.00
O (0.243, -0.105, -3.163)  -0.01
O (-1.586, 0.822, -3.835)  0.05
C (0.671, 1.513, -5.019)  0.00
F (1.753, 0.986, -5.577)  0.00
F (-0.023, 2.073, -5.998)  0.00
F (1.113, 2.521, -4.195)  0.00
C (1.293, -1.137, -3.371)  0.01
C (2.197, -1.102, -2.106)  0.00
H (3.002, -1.828, -2.218)  0.00
H (2.549, -0.088, -1.913)  0.00
H (1.649, -1.490, -1.248)  0.00
H (1.964, -0.977, -4.215)  0.00
H (0.800, -2.094, -3.541)  0.00
H (-0.526, -0.397, -5.028)  0.00
C (1.163, 0.779, 1.190)  0.00
C (0.190, -0.389, 1.181)  0.01
O (-0.724, -0.371, 0.096)  0.07
H (0.755, 1.790, 1.211)  0.00
H (1.874, 0.747, 0.365)  0.00
H (1.779, 0.605, 2.071)  0.00
H (-0.294, -0.441, 2.156)  0.01
H (0.792, -1.296, 1.125)  0.00
N (0.366, 3.396, 5.283)  0.00
C (0.149, 4.559, 5.942)  0.00
C (0.222, 5.761, 5.232)  0.00
C (0.278, 5.721, 3.811)  0.00
C (0.412, 4.503, 3.195)  0.00
C (0.486, 3.331, 3.947)  0.00
H (-0.058, 4.506, 7.001)  0.00
H (0.152, 6.723, 5.717)  0.00
H (0.338, 6.619, 3.214)  0.00
H (0.444, 4.470, 2.116)  0.00
H (0.386, 2.376, 3.452)  0.00
N (3.499, 2.487, -1.240)  0.00
C (4.040, 2.525, -0.021)  0.00
C (5.425, 2.528, 0.209)  0.00
C (6.295, 2.336, -0.878)  0.00
C (5.694, 2.210, -2.138)  0.00
C (4.312, 2.383, -2.286)  0.00
H (3.366, 2.807, 0.774)  0.00
H (5.726, 2.733, 1.226)  0.00
H (7.371, 2.415, -0.836)  0.00
H (6.293, 2.061, -3.024)  0.00
H (3.823, 2.386, -3.248)  0.00
N (-4.233, -3.126, 2.798)  0.00
C (-2.974, -2.817, 2.327)  0.00
C (-2.235, -3.552, 1.463)  0.00
C (-2.903, -4.658, 0.923)  0.00
C (-4.234, -4.978, 1.279)  0.00
C (-4.899, -4.160, 2.226)  0.00
H (-2.631, -1.839, 2.631)  0.00
H (-1.256, -3.217, 1.154)  0.00
H (-2.444, -5.245, 0.141)  0.00
H (-4.792, -5.817, 0.891)  0.00
H (-5.915, -4.327, 2.550)  0.00
N (-5.299, 3.323, 1.913)  0.00
C (-5.497, 1.998, 1.798)  0.00
C (-4.561, 1.031, 2.195)  0.00
C (-3.358, 1.465, 2.740)  0.00
C (-3.102, 2.852, 2.805)  0.00
C (-4.080, 3.737, 2.417)  0.00
H (-6.420, 1.567, 1.439)  0.00
H (-4.864, -0.006, 2.176)  0.00
H (-2.598, 0.780, 3.086)  0.00
H (-2.184, 3.211, 3.247)  0.00
H (-3.828, 4.787, 2.390)  0.00
N (-1.242, 2.309, -1.250)  0.04
C (-2.124, 3.296, -0.789)  0.00
C (-1.750, 4.681, -0.589)  0.00
C (-0.464, 5.060, -0.698)  0.00
C (0.471, 4.082, -1.052)  0.00
C (0.049, 2.784, -1.343)  -0.01
H (-3.145, 2.987, -0.622)  0.00
H (-2.539, 5.345, -0.270)  0.00
H (-0.130, 6.068, -0.503)  0.00
H (1.494, 4.351, -1.274)  0.00
H (0.853, 2.146, -1.680)  0.00
N (-2.011, -1.890, -2.360)  0.03
C (-1.241, -2.939, -1.845)  -0.01
C (-1.490, -4.302, -2.132)  0.00
C (-2.544, -4.592, -3.013)  0.00
C (-3.249, -3.606, -3.608)  0.00
C (-2.995, -2.290, -3.237)  0.00
H (-0.337, -2.758, -1.283)  0.00
H (-0.974, -5.113, -1.639)  0.00
H (-2.818, -5.617, -3.214)  0.00
H (-4.013, -3.969, -4.280)  0.00
H (-3.620, -1.518, -3.661)  0.00
N (2.039, -3.925, 0.746)  0.00
C (0.937, -4.685, 1.091)  0.00
C (0.631, -5.891, 0.500)  0.00
C (1.477, -6.355, -0.467)  0.00
C (2.605, -5.579, -0.857)  0.00
C (2.865, -4.404, -0.220)  0.00
H (0.361, -4.317, 1.927)  0.00
H (-0.270, -6.383, 0.835)  0.00
H (1.239, -7.223, -1.064)  0.00
H (3.217, -5.900, -1.687)  0.00
H (3.698, -3.782, -0.514)  0.00
C (4.201, -1.232, 1.274)  0.00
Cl (4.823, -2.349, 2.473)  0.00
Cl (5.077, -1.361, -0.262)  0.00
H (3.183, -1.527, 1.019)  0.00
H (4.226, -0.220, 1.678)  0.00


Number 1: E_tot -186402.6296 eV. Number 2: E_tot -47408.0052 eV. Number 3: E_tot -10875.5102 eV. Number 4: E_tot -135142.4517 eV.